Entry from OMol25: one molecule with the formula C22H25N3O4 (ωB97M-V/def2-TZVPD).

Bonds (Å) are listed after each position.
Geometry (Å):
1 C -0.7328 3.1153 -3.0949  O2 1.410, H30 1.093, H31 1.091, H32 1.090
2 O -0.7609 2.9776 -1.6919  C1 1.410, C3 1.366
3 C -1.1571 1.8024 -1.1186  O2 1.366, C4 1.389, C27 1.407
4 C -1.5715 1.9135 0.2020  C3 1.389, C5 1.383, H33 1.079
5 C -1.9964 0.8210 0.9352  C4 1.383, C6 1.384, H34 1.078
6 C -2.0172 -0.4362 0.3561  C5 1.384, C7 1.509, C26 1.392
7 C -2.5156 -1.6818 1.0464  C6 1.509, C8 1.529, H35 1.094, H36 1.094
8 C -2.7552 -1.5567 2.5509  C7 1.529, N9 1.444, H37 1.094, H38 1.093
9 N -1.5160 -1.3566 3.2652  C8 1.444, C10 1.351, H39 1.006
10 C -0.9616 -2.3371 4.0121  N9 1.351, O11 1.213, C12 1.524
11 O -1.5594 -3.3505 4.3077  C10 1.213
12 C 0.4531 -2.0821 4.5176  C10 1.524, C13 1.526, H40 1.092, H41 1.092
13 C 1.2326 -0.9865 3.7964  C12 1.526, C14 1.513, H42 1.090, H43 1.095
14 C 1.3239 -1.2560 2.3108  C13 1.513, O15 1.206, N16 1.386
15 O 1.3422 -2.3518 1.8076  C14 1.206
16 N 1.4244 -0.1103 1.5371  C14 1.386, N17 1.360, C25 1.384
17 N 1.3015 1.1354 2.0688  N16 1.360, C18 1.299
18 C 1.5205 1.9965 1.1217  N17 1.299, C19 1.426, H44 1.072
19 C 1.8162 1.3463 -0.1126  C18 1.426, C20 1.392, C25 1.408
20 C 2.1462 1.7672 -1.3980  C19 1.392, C21 1.380, H45 1.079
21 C 2.3859 0.8085 -2.3612  C20 1.380, C22 1.499, C23 1.404
22 C 2.7446 1.1943 -3.7648  C21 1.499, H46 1.087, H47 1.089, H48 1.090
23 C 2.2938 -0.5541 -2.0340  C21 1.404, C24 1.378, H49 1.081
24 C 1.9654 -0.9980 -0.7715  C23 1.378, C25 1.387, H50 1.077
25 C 1.7306 -0.0266 0.1901  N16 1.384, C19 1.408, C24 1.387
26 C -1.5815 -0.5574 -0.9602  C6 1.392, C27 1.386, H51 1.078
27 C -1.1515 0.5259 -1.7112  C3 1.407, C26 1.386, O28 1.373
28 O -0.7169 0.4111 -3.0086  C27 1.373, C29 1.405
29 C -0.7941 -0.8445 -3.6352  O28 1.405, H52 1.089, H53 1.095, H54 1.094
30 H -1.6764 2.8002 -3.5472  C1 1.093
31 H 0.0866 2.5508 -3.5421  C1 1.091
32 H -0.5858 4.1808 -3.2740  C1 1.090
33 H -1.5596 2.8975 0.6434  C4 1.079
34 H -2.3271 0.9805 1.9489  C5 1.078
35 H -1.7943 -2.4872 0.8820  C7 1.094
36 H -3.4546 -1.9847 0.5736  C7 1.094
37 H -3.4483 -0.7387 2.7689  C8 1.094
38 H -3.1817 -2.4876 2.9322  C8 1.093
39 H -0.9720 -0.5577 2.9848  N9 1.006
40 H 0.3871 -1.8521 5.5832  C12 1.092
41 H 0.9781 -3.0346 4.4218  C12 1.092
42 H 0.8234 0.0084 3.9725  C13 1.090
43 H 2.2602 -0.9800 4.1734  C13 1.095
44 H 1.4665 3.0484 1.3207  C18 1.072
45 H 2.2092 2.8202 -1.6254  C20 1.079
46 H 2.8814 2.2693 -3.8510  C22 1.087
47 H 3.6640 0.6989 -4.0734  C22 1.089
48 H 1.9553 0.8881 -4.4509  C22 1.090
49 H 2.4950 -1.2792 -2.8101  C23 1.081
50 H 1.8992 -2.0463 -0.5318  C24 1.077
51 H -1.5834 -1.5421 -1.3998  C26 1.078
52 H -0.4440 -0.6828 -4.6542  C29 1.089
53 H -1.8224 -1.2189 -3.6646  C29 1.095
54 H -0.1499 -1.5800 -3.1440  C29 1.094

Gap between HOMO and LUMO = 8.5 eV
M = 395.5 g/mol
Multiplicity = 1
Charge = 0
E_HOMO = -0.2973 Ha
E = -35880.393 eV
Lowest unoccupied orbital energy = 0.37 eV
Energy above the lowest of the compared OMol25 structures with the same formula, charge and spin = 177.0 kJ/mol
Structure (SMILES) = COc1ccc(CCNC(=O)CCC(=O)n2ncc3cc(C)ccc32)cc1OC

Atomic partial charges in e from the Löwdin method, atoms 1 to 4: atom 1 (C): -0.069, atom 2 (O): -0.082, atom 3 (C): -0.219, atom 4 (C): -0.006